1.
{
  "formula": "C3H11N3",
  "method": "ωB97M-V with the def2-TZVPD basis set",
  "orbital_gap_ev": 9.9,
  "e_lumo_ev": 0.9,
  "relative_energy_kcal_mol": 41.4,
  "symbols": ["N", "N", "N", "C", "C", "C", "H", "H", "H", "H", "H", "H", "H", "H", "H", "H", "H"],
  "xyz": [[0.358, 1.241, -0.348], [0.714, -1.659, 0.789], [-0.185, -3.808, 0.536], [-1.019, 1.100, -0.736], [0.678, 2.493, 0.248], [0.085, -2.630, 0.024], [0.288, -0.708, 0.697], [-1.589, 1.488, 0.148], [-0.376, -4.414, -0.157], [1.130, 0.892, -1.018], [1.750, 2.463, 0.540], [-0.477, -2.255, -0.845], [0.090, 2.614, 1.207], [-1.337, 0.061, -0.764], [0.545, 3.381, -0.416], [-1.342, 1.661, -1.622], [0.686, -1.921, 1.716]],
  "forces_ev_per_a": [[1.7, -1.6, -1.3], [-1.4, 1.4, -2.5], [2.8, 4.3, 1.7], [-0.6, 0.4, 1.1], [0.8, 0.8, 1.0], [-2.0, -1.2, 2.1], [0.9, -0.9, -0.3], [0.2, 0.0, -0.8], [-1.7, -2.6, -2.9], [-2.1, 0.9, 1.3], [-0.6, 0.2, -0.1], [1.1, -0.2, -0.5], [0.5, 0.1, -1.1], [0.1, -0.2, -0.5], [-0.1, -0.4, 0.4], [0.0, -0.1, 0.0], [0.4, -0.9, 2.5]]
}

***

2.
{
  "formula": "C3H11N3",
  "method": "ωB97M-V with the def2-TZVPD basis set",
  "orbital_gap_ev": 9.8,
  "e_lumo_ev": 1.0,
  "relative_energy_kcal_mol": 102.2,
  "symbols": ["N", "N", "N", "C", "C", "C", "H", "H", "H", "H", "H", "H", "H", "H", "H", "H", "H"],
  "xyz": [[0.879, 2.577, 1.200], [0.815, 1.617, 1.857], [1.316, -0.617, -0.647], [-1.096, -0.126, -1.189], [0.028, -0.178, -0.141], [-0.409, -1.128, 0.986], [-1.311, -0.764, 1.479], [0.558, 2.165, -0.097], [0.516, 0.716, 1.189], [1.322, -1.613, -0.845], [0.375, -1.252, 1.733], [-2.008, 0.304, -0.768], [-0.636, -2.115, 0.566], [0.216, 1.208, -0.235], [-0.804, 0.469, -2.056], [1.574, -0.126, -1.495], [-1.335, -1.136, -1.538]],
  "forces_ev_per_a": [[-0.2, -0.1, -1.2], [-0.1, -0.9, -0.1], [0.0, -0.1, 0.0], [0.0, -0.1, 0.0], [0.0, 0.7, -0.6], [0.1, 0.3, 0.1], [0.0, 0.0, 0.0], [0.2, 0.6, 0.9], [0.0, 0.6, 0.5], [0.0, 0.0, 0.0], [0.0, 0.0, 0.0], [0.0, 0.0, 0.0], [0.0, 0.1, -0.1], [-0.2, -1.2, 0.4], [0.0, 0.0, 0.0], [0.0, 0.0, 0.0], [0.0, 0.0, 0.0]]
}

***

3.
{
  "formula": "C3H11N3O",
  "method": "ωB97M-V with the def2-TZVPD basis set",
  "orbital_gap_ev": 9.7,
  "e_lumo_ev": 0.9,
  "relative_energy_kcal_mol": 30.7,
  "symbols": ["O", "N", "N", "N", "C", "C", "C", "H", "H", "H", "H", "H", "H", "H", "H", "H", "H", "H"],
  "xyz": [[-1.474, 1.158, -1.357], [0.918, -1.747, 1.144], [-0.389, 0.074, 0.509], [-1.244, 2.149, 0.778], [0.850, -0.634, 0.212], [-0.658, 1.320, -0.229], [0.939, -1.179, -1.214], [-1.167, -0.573, 0.408], [0.746, -0.384, -1.930], [-2.389, 1.286, -1.074], [1.776, -2.270, 1.015], [0.293, 1.744, -0.572], [1.933, -1.578, -1.406], [-2.234, 2.076, 0.990], [1.652, 0.113, 0.365], [0.874, -1.415, 2.101], [0.197, -1.964, -1.352], [-0.624, 1.825, 1.610]],
  "forces_ev_per_a": [[-0.2, 0.1, 0.0], [0.0, 0.0, 0.0], [0.7, -0.8, -0.8], [1.9, 1.2, 1.9], [-0.1, 0.1, -0.3], [-0.5, -1.2, 0.8], [0.1, 0.2, 0.3], [0.0, 0.1, 0.0], [0.0, 0.0, -0.1], [0.1, -0.1, -0.2], [-0.1, 0.0, 0.1], [-0.1, -0.1, 0.1], [0.1, -0.1, -0.1], [0.3, -0.5, -0.2], [-0.1, -0.2, -0.1], [0.1, 0.0, -0.1], [0.0, -0.1, 0.0], [-2.2, 1.2, -1.4]]
}

***

4.
{
  "formula": "C3H11N3O2P2S",
  "method": "ωB97M-V with the def2-TZVPD basis set",
  "orbital_gap_ev": 8.6,
  "e_lumo_ev": 0.7,
  "relative_energy_kcal_mol": 33.6,
  "symbols": ["S", "P", "P", "O", "O", "N", "N", "N", "C", "C", "C", "H", "H", "H", "H", "H", "H", "H", "H", "H", "H", "H"],
  "xyz": [[1.440, 1.362, -0.439], [-0.305, -0.524, -1.373], [-0.610, -0.975, -3.479], [0.963, 1.110, -1.817], [2.233, 2.552, -0.254], [-0.798, -0.367, 1.765], [-1.537, 0.248, -0.848], [0.239, 1.459, 0.702], [-2.114, -0.941, 2.026], [-0.988, 0.670, 0.788], [2.514, -0.045, -0.127], [-2.606, -1.338, 1.098], [-2.007, -1.708, 2.775], [-0.674, -2.320, -2.913], [-1.751, 1.483, 1.094], [0.815, -0.911, -3.732], [-2.693, -0.209, 2.474], [2.292, -0.690, -0.908], [-0.138, -1.061, 1.616], [0.131, 2.435, 0.788], [2.133, -0.520, 0.789], [3.461, 0.289, -0.027]],
  "forces_ev_per_a": [[1.6, 0.5, -0.3], [0.4, -1.4, 0.1], [-0.1, -0.4, 0.0], [0.2, 0.9, 0.4], [-0.7, -0.3, 0.0], [-3.1, 2.3, -0.1], [-0.3, 1.3, 3.5], [1.3, -1.1, -1.3], [0.9, -1.7, -1.0], [-0.5, 0.6, -1.9], [-4.0, -0.1, 1.9], [0.3, 0.3, 0.8], [0.0, -0.6, 0.1], [0.3, 0.4, -0.8], [0.8, -2.0, -0.3], [-0.6, -0.4, 0.3], [-1.4, 1.5, 0.6], [0.2, -1.2, -1.4], [1.6, -1.1, -1.0], [-0.4, 1.3, 0.4], [0.4, 0.1, -0.1], [3.0, 1.1, 0.2]]
}

***

5.
{
  "formula": "C3H11N3OP",
  "method": "ωB97M-V with the def2-TZVPD basis set",
  "orbital_gap_ev": 9.3,
  "e_lumo_ev": -3.0,
  "relative_energy_kcal_mol": 0.0,
  "charge": 1,
  "symbols": ["P", "O", "N", "N", "N", "C", "C", "C", "H", "H", "H", "H", "H", "H", "H", "H", "H", "H", "H"],
  "xyz": [[-2.366, -0.027, -0.279], [-0.895, -0.212, -0.413], [3.881, 0.441, 0.359], [1.502, 0.547, 0.630], [2.467, -0.476, -1.148], [-3.289, -0.542, -1.560], [2.587, 0.182, 0.019], [-2.924, 0.055, 1.502], [0.631, 0.179, 0.341], [1.430, 1.130, 1.500], [-2.741, -0.966, 1.697], [1.623, -0.892, -1.659], [-4.029, 0.252, 1.646], [4.539, 0.382, -0.359], [-4.345, -0.553, -1.410], [-2.984, -0.613, -2.581], [-2.369, 0.758, 2.202], [3.171, -0.219, -1.768], [4.109, 0.576, 1.280]],
  "forces_ev_per_a": [[-0.3, -0.9, -1.1], [0.7, 0.6, 0.6], [-3.4, 0.1, -1.0], [0.7, 1.5, 3.3], [-2.1, -1.3, -0.9], [-0.3, 1.0, 2.0], [0.7, -0.3, -1.2], [-1.2, 1.7, -0.6], [-1.7, -0.5, -0.9], [0.8, -1.1, -1.3], [0.3, -1.2, 1.0], [1.2, 1.4, 1.8], [1.2, -0.2, -0.5], [1.4, -0.3, -0.7], [-0.7, 0.1, 0.1], [0.7, -0.1, -0.2], [-0.3, -1.0, -1.4], [1.4, -0.2, -1.3], [0.9, 0.7, 2.3]]
}

***

6.
{
  "formula": "C3H11N3S",
  "method": "ωB97M-V with the def2-TZVPD basis set",
  "orbital_gap_ev": 10.0,
  "e_lumo_ev": 0.8,
  "relative_energy_kcal_mol": 25.6,
  "symbols": ["S", "N", "N", "N", "C", "C", "C", "H", "H", "H", "H", "H", "H", "H", "H", "H", "H", "H"],
  "xyz": [[2.977, -0.281, -2.777], [-0.988, 0.864, 2.960], [-0.298, -1.297, -0.616], [-2.665, 2.089, 1.867], [0.681, -1.268, -1.719], [1.788, -0.284, -1.395], [-1.934, 0.909, 2.116], [0.156, -0.924, -2.611], [-0.735, -2.213, -0.599], [-2.288, 2.619, 1.092], [3.872, 0.540, -2.215], [-2.704, 2.647, 2.709], [-2.194, 0.030, 1.526], [1.379, 0.713, -1.269], [-0.670, -0.097, 3.066], [0.194, -1.225, 0.271], [1.128, -2.242, -1.923], [2.301, -0.580, -0.482]],
  "forces_ev_per_a": [[0.0, 0.0, 0.0], [-0.5, 0.0, 0.4], [0.3, -0.3, 0.1], [-0.2, -0.4, 0.2], [-0.2, 0.3, 0.3], [0.1, 0.1, -0.2], [0.7, 0.0, -0.1], [0.1, -0.1, -0.2], [-0.2, 0.1, 0.0], [-0.2, 0.0, -0.1], [0.0, 0.0, 0.0], [0.3, 0.2, -0.1], [-0.3, 0.2, -0.2], [-0.1, 0.1, 0.1], [0.1, 0.0, -0.1], [0.0, 0.0, -0.1], [0.0, -0.1, 0.0], [0.0, 0.0, 0.0]]
}

***

7.
{
  "formula": "C3H11N4",
  "method": "ωB97M-V with the def2-TZVPD basis set",
  "orbital_gap_ev": [5.1, 7.4],
  "e_lumo_ev": [-2.6, -6.3],
  "spin_multiplicity": 3,
  "relative_energy_kcal_mol": 77.2,
  "charge": 1,
  "symbols": ["N", "N", "N", "N", "C", "C", "C", "H", "H", "H", "H", "H", "H", "H", "H", "H", "H", "H"],
  "xyz": [[4.730, 0.112, -0.364], [1.295, 0.013, 0.691], [3.562, 0.424, 0.125], [-1.193, 0.431, -0.065], [2.493, 0.079, 0.482], [-1.577, -0.112, -1.361], [-2.024, -0.181, 0.978], [-0.206, 0.250, 0.207], [1.108, -0.245, 1.676], [-0.862, 0.382, -2.123], [-1.298, 1.466, -0.165], [4.917, -0.569, -1.029], [-2.271, 0.538, 1.772], [-1.483, -1.088, 1.225], [5.226, 0.927, -0.650], [-3.021, -0.501, 0.478], [-2.598, 0.182, -1.721], [-1.663, -1.256, -1.357]],
  "forces_ev_per_a": [[-0.8, 1.1, 1.7], [-3.5, 1.4, 1.9], [6.5, 6.6, -4.8], [-1.9, 1.5, -0.5], [-1.8, -7.2, 2.9], [0.2, -0.6, -3.0], [-2.5, -0.3, -0.7], [0.9, 0.3, -0.6], [-0.2, -0.3, -0.8], [-0.9, -1.5, 1.0], [0.1, -1.0, 0.6], [-0.5, -2.8, -1.2], [0.5, -0.6, 0.0], [-0.2, 0.0, 0.8], [0.7, 0.9, 0.7], [1.6, 0.6, 1.1], [0.8, 0.2, 0.9], [0.9, 1.7, 0.0]]
}

***

8.
{
  "formula": "C3H11N6",
  "method": "ωB97M-V with the def2-TZVPD basis set",
  "orbital_gap_ev": 10.0,
  "e_lumo_ev": -2.8,
  "relative_energy_kcal_mol": 54.5,
  "charge": 1,
  "symbols": ["N", "N", "N", "N", "N", "N", "C", "C", "C", "H", "H", "H", "H", "H", "H", "H", "H", "H", "H", "H"],
  "xyz": [[2.246, -0.247, -0.080], [-2.592, -0.464, 0.351], [0.022, -1.248, 0.419], [0.546, 1.194, 0.016], [-0.696, 1.522, -0.385], [2.929, -1.446, -0.176], [2.754, 1.082, -0.016], [1.731, 1.926, 0.001], [0.948, -0.085, 0.039], [-3.018, -0.805, -0.554], [3.940, -1.395, -0.116], [-2.917, 0.484, 0.595], [2.428, -2.309, 0.102], [-0.208, -2.080, -0.200], [-1.350, 0.780, -0.533], [-0.769, -0.857, 0.998], [-2.806, -1.054, 1.077], [-1.224, 2.262, 0.181], [1.681, 2.916, -0.224], [3.776, 1.221, -0.009]],
  "forces_ev_per_a": [[0.3, 1.9, 0.7], [-0.7, 2.0, -3.1], [2.0, 2.3, -0.4], [2.5, -1.9, 0.6], [-2.5, 3.9, 0.1], [-0.4, -0.5, -0.3], [-0.2, -2.4, -0.3], [-1.6, -1.1, -0.4], [-4.2, -5.5, 0.9], [0.4, 0.6, 1.7], [-0.5, 0.1, 0.3], [-0.4, -0.9, -0.3], [0.5, 1.4, 0.1], [0.5, 2.1, 0.8], [0.6, -1.1, 0.1], [1.2, -0.9, -1.6], [-1.0, -1.8, 1.9], [1.7, -1.4, -0.6], [0.1, 2.6, -0.1], [1.8, 0.5, -0.1]]
}

***

9.
{
  "formula": "C3H11NO",
  "method": "ωB97M-V with the def2-TZVPD basis set",
  "orbital_gap_ev": 9.8,
  "e_lumo_ev": 0.9,
  "relative_energy_kcal_mol": 21.4,
  "symbols": ["O", "N", "C", "C", "C", "H", "H", "H", "H", "H", "H", "H", "H", "H", "H", "H"],
  "xyz": [[-3.298, -0.625, 0.428], [0.813, -0.287, -0.774], [-0.043, 0.206, -1.882], [0.518, 0.220, 0.554], [1.520, -0.046, 1.677], [1.116, 0.408, 2.578], [-0.448, -0.194, 0.849], [1.768, -0.065, -1.018], [0.157, -0.358, -2.814], [1.560, -1.128, 1.855], [2.533, 0.257, 1.397], [-2.446, -0.284, 0.722], [-3.223, -0.830, -0.506], [0.310, 1.316, 0.565], [0.270, 1.269, -1.957], [-1.107, 0.141, -1.674]],
  "forces_ev_per_a": [[-0.2, 0.1, 0.3], [0.0, -0.9, -0.1], [1.4, 0.6, 0.7], [-0.9, 1.1, 0.0], [-0.4, -1.2, -1.0], [0.4, 0.3, 0.1], [0.0, -0.3, 0.1], [0.1, -0.1, 0.0], [0.0, 0.4, 0.6], [0.1, 0.1, 0.0], [-0.2, 0.4, 0.3], [-0.1, -0.1, -0.3], [0.2, 0.0, -0.1], [0.2, -0.1, -0.3], [-0.8, -0.2, -0.8], [0.0, 0.0, 0.3]]
}

***

10.
{
  "formula": "C3H11NO",
  "method": "ωB97M-V with the def2-TZVPD basis set",
  "orbital_gap_ev": 10.5,
  "e_lumo_ev": 1.0,
  "relative_energy_kcal_mol": 46.0,
  "symbols": ["O", "N", "C", "C", "C", "H", "H", "H", "H", "H", "H", "H", "H", "H", "H", "H"],
  "xyz": [[0.030, -0.738, 0.954], [-2.803, 2.318, -1.555], [2.333, -1.634, 0.541], [1.425, -0.515, 1.146], [-0.646, -0.196, -0.067], [1.770, 0.399, 0.535], [1.563, -0.314, 2.290], [2.175, -1.747, -0.509], [-1.788, -0.335, 0.097], [-3.834, 2.479, -1.681], [3.374, -1.186, 0.789], [-0.631, 0.832, 0.107], [-2.613, 2.211, -0.583], [-0.119, -0.447, -0.990], [2.331, -2.646, 0.990], [-2.567, 1.519, -2.064]],
  "forces_ev_per_a": [[1.3, -2.4, 3.3], [-2.1, 2.0, -0.2], [1.5, 1.1, 2.4], [0.1, 0.7, -0.4], [-1.7, 0.5, -0.5], [-0.7, -0.8, 1.2], [0.0, -0.5, -2.2], [0.0, 0.2, -0.8], [1.9, -0.9, -0.9], [1.5, -0.2, 0.3], [-1.3, -1.0, -0.9], [0.4, 2.5, -0.5], [0.1, -0.3, 0.6], [-1.0, 0.0, -0.7], [-0.5, 0.7, 0.1], [0.5, -1.5, -0.7]]
}

***

11.
{
  "formula": "C3H11NO",
  "method": "ωB97M-V with the def2-TZVPD basis set",
  "orbital_gap_ev": 10.6,
  "e_lumo_ev": 0.9,
  "relative_energy_kcal_mol": 16.6,
  "symbols": ["O", "N", "C", "C", "C", "H", "H", "H", "H", "H", "H", "H", "H", "H", "H", "H"],
  "xyz": [[-1.151, 1.907, 1.716], [-1.194, 0.964, -0.474], [-0.416, 1.262, 0.661], [1.285, -1.836, -1.584], [1.387, -2.024, -0.067], [-2.080, 1.826, 1.480], [0.055, 0.399, 1.125], [1.877, -1.174, 0.390], [0.393, -2.157, 0.365], [2.256, -1.960, -2.056], [0.371, 1.966, 0.355], [-1.757, 0.135, -0.523], [-0.996, 1.430, -1.336], [0.577, -2.537, -2.034], [1.953, -2.916, 0.177], [0.930, -0.834, -1.806]],
  "forces_ev_per_a": [[-0.1, -0.1, -0.2], [-0.4, 0.0, -0.1], [0.4, 0.6, 0.4], [-0.1, 0.0, 0.3], [-0.3, -0.3, -0.5], [0.0, 0.1, 0.0], [0.0, -0.3, -0.1], [0.1, 0.2, 0.2], [0.0, 0.2, 0.1], [0.1, 0.0, -0.1], [-0.1, -0.2, 0.1], [0.2, -0.1, 0.0], [-0.1, 0.0, -0.1], [0.2, 0.0, 0.0], [0.1, -0.2, 0.1], [-0.1, 0.1, -0.1]]
}

***

12.
{
  "formula": "C3H11NO2",
  "method": "ωB97M-V with the def2-TZVPD basis set",
  "orbital_gap_ev": [2.4, 3.1],
  "e_lumo_ev": [2.3, 2.3],
  "spin_multiplicity": 2,
  "relative_energy_kcal_mol": 90.2,
  "charge": -1,
  "symbols": ["O", "O", "N", "C", "C", "C", "H", "H", "H", "H", "H", "H", "H", "H", "H", "H", "H"],
  "xyz": [[2.243, -2.750, 3.472], [-2.018, -4.011, 4.357], [0.983, 1.864, -3.363], [-0.378, 1.593, -2.743], [-0.629, 1.858, -1.311], [-0.236, 3.063, -0.758], [-1.126, 3.710, -0.459], [1.811, -2.669, 4.362], [-0.642, 1.014, -0.571], [-0.434, 0.488, -2.887], [-2.629, -4.724, 4.312], [-1.259, 2.022, -3.156], [1.288, 0.866, -3.442], [-1.218, -4.260, 3.895], [0.721, 3.558, -0.908], [0.784, 2.004, -4.370], [2.741, -3.626, 3.569]],
  "forces_ev_per_a": [[0.5, -2.0, 1.6], [0.6, 1.1, 0.4], [-0.4, -1.0, -1.2], [0.8, -2.8, 1.0], [1.1, -1.5, 0.7], [-1.5, 2.4, 1.0], [1.4, -0.3, 0.8], [0.5, 0.1, -1.3], [-0.8, 0.0, -0.8], [-0.9, 0.3, 0.1], [-0.5, -0.9, -0.2], [-0.2, 0.9, -1.7], [0.5, 1.2, 0.4], [0.0, -0.2, -0.2], [-0.2, 0.4, -0.8], [0.1, 0.5, 0.5], [-1.0, 1.9, -0.3]]
}